# 1
The following is a DFT calculation (ωB97M-V with the def2-TZVPD basis set) of a structure of composition C59H45BrKN10O3P2.

As for the spin multiplicity: 1. As for the charge: -1. As for the relative energy (zero: lowest compared OMol25 entry of this formula, charge and spin): 0.0 kcal per mole. As for the HOMO-LUMO gap: 5.66 eV. For the HOMO energy, the calculation gives -4.3 eV.

The geometry in XYZ format:
```
121
Properties=species:S:1:pos:R:3:mulliken_charge:R:1
K -0.370 0.289 0.084 1.962
C 4.442 -1.157 -1.005 -0.658
C 3.323 -0.361 -0.805 -0.345
N 2.519 -0.536 0.233 0.490
C 2.853 -1.484 1.104 0.243
C 3.957 -2.306 0.873 -0.599
N 4.750 -2.152 -0.178 -0.684
C 2.038 -1.584 2.351 0.180
C 2.594 -2.102 3.517 -1.091
C 1.858 -2.078 4.695 0.228
C 0.579 -1.539 4.641 -0.289
C 0.095 -1.055 3.430 -1.057
N 0.812 -1.073 2.308 1.130
C -1.257 -0.439 3.360 0.538
C -2.321 -0.890 4.134 -0.605
N -3.533 -0.355 4.053 -0.631
C -3.683 0.630 3.177 -1.266
C -2.625 1.086 2.401 -0.151
N -1.415 0.564 2.504 1.388
C 2.423 -2.567 5.975 0.819
C 3.795 -2.596 6.207 -0.527
C 4.271 -3.058 7.423 -0.403
N 3.491 -3.489 8.410 -0.653
C 2.180 -3.457 8.188 -0.396
C 1.605 -3.013 7.008 -0.461
H 5.088 -0.997 -1.860 0.415
H 3.055 0.421 -1.505 0.418
H 4.191 -3.124 1.544 0.522
H 3.600 -2.498 3.506 0.394
H -0.015 -1.415 5.535 -0.307
H -2.195 -1.718 4.822 0.626
H -4.667 1.071 3.077 0.472
H -2.772 1.876 1.670 0.199
H 4.499 -2.236 5.469 0.409
H 5.339 -3.076 7.611 0.369
H 1.546 -3.809 8.994 0.365
H 0.529 -3.040 6.907 0.453
C -1.871 -1.505 -3.978 -1.400
N -0.958 -0.682 -3.174 0.464
P -1.127 1.033 -3.068 0.009
C -1.666 1.396 -4.796 0.498
C -2.947 1.791 -5.169 -0.254
C -3.259 2.013 -6.505 -0.758
C -2.298 1.834 -7.488 -0.523
C -1.015 1.442 -7.127 -0.718
C -0.704 1.238 -5.793 -0.363
C -2.703 1.315 -2.179 1.242
C -3.589 0.325 -1.769 -0.291
C -4.747 0.667 -1.080 -0.553
C -5.024 1.993 -0.791 -0.727
C -4.125 2.987 -1.169 -0.659
C -2.967 2.646 -1.845 -0.888
P 0.599 -1.251 -2.758 0.144
C 1.220 -2.020 -4.309 0.313
C 0.834 -3.278 -4.769 -0.348
C 1.318 -3.771 -5.971 -0.734
C 2.202 -3.013 -6.729 -0.464
C 2.604 -1.765 -6.278 -0.703
C 2.118 -1.277 -5.073 -0.385
C 0.322 -2.743 -1.745 1.093
C 1.450 -3.508 -1.425 -0.692
C 1.355 -4.566 -0.541 -0.822
C 0.131 -4.870 0.050 -0.647
C -0.984 -4.109 -0.252 -0.976
C -0.893 -3.045 -1.146 0.315
H -2.826 -0.998 -4.094 0.615
H -2.055 -2.464 -3.495 0.319
H -1.457 -1.679 -4.976 0.268
H -3.711 1.921 -4.412 0.294
H -4.263 2.317 -6.775 0.406
H -2.545 1.999 -8.529 0.360
H -0.255 1.299 -7.886 0.412
H 0.301 0.938 -5.522 0.341
H -3.386 -0.727 -1.914 0.257
H -5.406 -0.128 -0.756 0.450
H -5.926 2.257 -0.252 0.363
H -4.313 4.022 -0.912 0.378
H -2.237 3.411 -2.084 0.411
H 0.153 -3.876 -4.175 0.381
H 1.006 -4.748 -6.318 0.426
H 2.581 -3.399 -7.667 0.385
H 3.302 -1.174 -6.858 0.421
H 2.442 -0.306 -4.713 0.413
H 2.412 -3.268 -1.869 0.487
H 2.237 -5.150 -0.304 0.429
H 0.057 -5.694 0.750 0.395
H -1.946 -4.311 0.202 0.432
H -1.787 -2.458 -1.309 -0.128
Br -0.837 0.336 7.255 -0.155
C -0.789 2.100 6.540 0.295
C -0.001 3.057 7.155 -0.782
C 0.035 4.334 6.619 -0.052
C -0.669 4.642 5.459 -0.499
C -1.492 3.677 4.881 -0.101
C -1.553 2.403 5.425 -0.088
N -0.614 6.002 5.020 -0.712
N -0.473 6.320 3.818 -0.492
C -0.153 5.426 2.789 0.099
C -0.728 5.732 1.559 -0.396
C -0.717 4.868 0.480 -1.014
C -0.126 3.582 0.582 0.055
O -0.190 2.704 -0.306 -0.909
C 0.650 3.327 1.819 0.272
N 1.345 2.170 1.858 0.031
C 2.124 1.939 2.886 0.156
C 2.323 2.860 3.925 -1.195
C 1.605 4.024 3.912 -0.533
C 0.680 4.263 2.874 0.511
H 0.569 2.813 8.041 0.424
H 0.627 5.110 7.087 0.418
H -2.066 3.908 3.993 0.451
H -2.187 1.648 4.983 0.592
H -1.258 6.676 1.496 0.378
H -1.212 5.130 -0.447 0.434
H 2.653 0.990 2.896 0.274
H 3.034 2.644 4.713 0.443
H 1.751 4.770 4.679 0.702
O -3.928 -2.609 -0.622 -0.720
C -3.617 -2.036 0.438 -0.938
O -2.629 -1.295 0.649 0.647
H -4.273 -2.236 1.324 0.220
```

# 2
The following is a DFT calculation (ωB97M-V with the def2-TZVPD basis set) of the molecule C4H5NS in a non-equilibrium geometry.

As for the spin multiplicity: 1. Its SMILES is C[C@H](C#N)C=S. As for the relative energy (zero: lowest compared OMol25 entry of this formula, charge and spin): 28.0 kcal per mole. As for the HOMO-LUMO gap: 8.68 eV. For the HOMO energy, the calculation gives -9.3 eV.

The geometry in XYZ format:
```
11
Properties=species:S:1:pos:R:3:mulliken_charge:R:1
C 0.560 -0.703 0.906 -1.360
C 0.009 0.454 0.039 0.583
C -1.403 0.572 0.417 0.085
N -2.466 0.644 0.907 -0.421
C 0.253 0.331 -1.473 -0.377
S 0.982 -0.840 -2.216 -0.206
H 1.627 -0.664 0.674 0.377
H 0.120 -1.644 0.581 0.346
H 0.165 -0.572 1.902 0.427
H 0.518 1.431 0.334 0.214
H -0.365 0.991 -2.071 0.331
```

# 3
The following is a DFT calculation (ωB97M-V with the def2-TZVPD basis set) of a cluster of 2 separate species, C31H61BN2O in total in a non-equilibrium geometry.

As for the spin multiplicity: 1. As for the HOMO-LUMO gap: 3.94 eV. For the HOMO energy, the calculation gives -5.0 eV.

The geometry in XYZ format:
```
96
Properties=species:S:1:pos:R:3:mulliken_charge:R:1
C -2.453 2.497 0.470 -0.965
C -2.004 0.993 0.101 0.802
C -3.226 0.048 -0.317 -0.664
C -3.710 0.235 -1.846 -0.645
C -2.470 -0.295 -2.762 0.560
C -2.874 -0.526 -4.290 -0.789
C -1.626 -0.782 -5.268 -0.649
C -0.402 0.242 -5.074 -0.543
B 0.974 -0.594 -4.620 0.716
C 0.910 -1.081 -3.043 0.051
C 2.204 -1.960 -2.587 0.421
C 1.749 -2.850 -1.347 -1.139
O 3.288 -1.037 -2.403 -0.152
C 4.124 -1.260 -1.269 -0.783
C 5.069 -2.543 -1.322 0.756
C 4.919 -3.789 -2.206 -0.022
C 5.963 -4.944 -2.129 -0.547
C 7.196 -4.889 -1.208 -0.423
C 7.382 -3.632 -0.328 -0.402
C 6.331 -2.506 -0.382 -0.500
N 2.259 0.119 -5.028 -0.421
C 2.488 1.395 -4.309 -0.463
C 1.958 2.708 -5.064 -0.368
C 2.108 3.934 -3.991 -0.545
C 0.834 3.945 -3.008 -0.551
H -1.500 3.067 0.782 0.247
H -3.143 2.466 1.386 0.155
H -2.964 3.021 -0.406 0.344
H -1.510 0.555 1.047 -0.147
H -1.181 1.078 -0.683 -0.396
H -4.139 0.291 0.340 0.301
H -2.940 -1.057 -0.197 0.381
H -3.921 1.344 -2.074 0.258
H -4.657 -0.369 -2.059 0.329
H -2.085 -1.256 -2.277 0.051
H -1.660 0.503 -2.672 -0.388
H -3.541 0.313 -4.725 0.257
H -3.523 -1.481 -4.319 0.256
H -2.033 -0.690 -6.347 0.296
H -1.317 -1.886 -5.161 0.181
H -0.150 0.651 -6.129 0.224
H -0.625 1.137 -4.398 0.099
H 0.932 -1.610 -5.278 -0.381
H 0.792 -0.143 -2.379 -0.264
H -0.058 -1.692 -2.920 -0.440
H 2.416 -2.647 -3.496 0.022
H 1.568 -2.154 -0.442 0.180
H 2.489 -3.643 -0.993 0.328
H 0.721 -3.314 -1.592 0.346
H 4.855 -0.359 -1.250 0.397
H 3.586 -1.177 -0.246 0.265
H 4.049 -3.870 -2.927 0.221
H 5.829 -5.875 -2.788 0.293
H 7.998 -5.695 -1.146 0.302
H 8.279 -3.484 0.367 0.281
H 6.515 -1.581 0.277 0.227
H 3.081 -0.494 -5.030 0.264
H 3.639 1.521 -4.225 0.340
H 2.094 1.433 -3.237 -0.022
H 2.623 2.966 -5.965 0.281
H 0.855 2.690 -5.347 0.129
H 3.010 3.631 -3.332 0.243
H 2.327 4.935 -4.490 0.341
H 0.625 2.874 -2.640 -0.108
H -0.091 4.272 -3.593 0.255
H 0.977 4.581 -2.069 0.343
C -1.203 3.203 4.181 -1.268
C -0.412 1.903 4.131 -0.499
C -1.205 0.598 4.200 -0.916
N -2.002 0.323 5.491 0.311
C -2.300 -1.189 5.494 -0.615
C -3.249 -1.602 6.610 -0.659
C -4.544 -0.809 6.571 -0.675
C -4.261 0.683 6.588 -0.733
C -3.324 1.089 5.461 -0.427
C -1.167 0.675 6.702 -1.055
H -1.537 3.440 5.193 0.355
H -0.568 4.035 3.866 0.399
H -2.067 3.169 3.513 0.264
H 0.369 1.922 4.896 0.379
H 0.122 1.888 3.175 0.532
H -0.492 -0.227 4.105 0.252
H -1.909 0.523 3.366 0.577
H -2.737 -1.425 4.519 0.412
H -1.344 -1.710 5.588 0.441
H -3.477 -2.667 6.510 0.382
H -2.772 -1.487 7.588 0.306
H -5.176 -1.078 7.421 0.376
H -5.106 -1.064 5.664 0.299
H -3.844 0.975 7.557 0.315
H -5.201 1.232 6.482 0.398
H -3.107 2.152 5.541 0.283
H -3.789 0.893 4.490 0.399
H -1.025 1.756 6.732 0.339
H -0.209 0.159 6.617 0.342
H -1.679 0.361 7.608 0.457
```

# 4
The following is a DFT calculation (ωB97M-V with the def2-TZVPD basis set) of a cluster of 2 separate species, C2H10N2O2 in total in a non-equilibrium geometry.

As for the spin multiplicity: 1. Its SMILES is NCO.NCO. As for the relative energy (zero: lowest compared OMol25 entry of this formula, charge and spin): 15.0 kcal per mole. As for the HOMO-LUMO gap: 10.22 eV. For the HOMO energy, the calculation gives -9.5 eV.

The geometry in XYZ format:
```
16
Properties=species:S:1:pos:R:3:mulliken_charge:R:1
N 0.078 3.283 -0.574 -0.627
C 0.448 1.905 -0.463 -0.223
O -0.562 1.142 0.153 -0.573
H -0.852 3.350 -0.958 0.244
H 0.127 3.746 0.319 0.241
H 0.674 1.533 -1.473 0.259
H 1.385 1.844 0.108 0.276
H -0.520 0.198 -0.103 0.383
N -0.726 -2.192 1.356 -0.576
C 0.043 -2.553 0.233 -0.299
O 0.150 -1.479 -0.741 -0.580
H -0.308 -1.405 1.834 0.281
H -1.665 -1.918 1.104 0.274
H 1.041 -2.883 0.494 0.321
H -0.350 -3.401 -0.330 0.282
H 1.036 -1.170 -0.958 0.315
```

# 5
The following is a DFT calculation (ωB97M-V with the def2-TZVPD basis set) of a structure of composition C16H31As2FeN2SSeSi in a non-equilibrium geometry.

As for the spin multiplicity: 6. As for the charge: +2. As for the relative energy (zero: lowest compared OMol25 entry of this formula, charge and spin): 5.1 kcal per mole. As for the HOMO-LUMO gap (spin up / spin down): 9.46 / 7.46 eV. For the HOMO energy (spin up / spin down), the calculation gives -14.1 / -14.7 eV.

The geometry in XYZ format:
```
55
Properties=species:S:1:pos:R:3:mulliken_spin:R:1
Fe -0.287 -0.940 -0.679 3.826
C 3.264 -2.760 -1.388 0.018
As 2.165 -1.205 -0.976 0.040
C 2.980 0.155 -2.107 0.017
C 2.802 -0.710 0.812 0.022
C 4.101 -0.255 1.001 -0.006
C 4.535 0.131 2.260 0.003
C 3.677 0.055 3.347 0.000
C 2.385 -0.419 3.175 0.000
C 1.945 -0.806 1.916 0.014
As 0.163 -1.533 1.627 0.049
C -0.815 -1.286 3.287 0.019
C 0.548 -3.445 1.696 0.028
H 4.311 -2.499 -1.247 0.005
H 3.103 -3.066 -2.420 0.000
H 3.017 -3.593 -0.733 -0.001
H 4.053 0.206 -1.939 0.004
H 2.526 1.119 -1.888 -0.005
H 2.799 -0.091 -3.152 0.000
H 4.791 -0.199 0.167 -0.001
H 5.544 0.498 2.392 0.000
H 4.015 0.360 4.328 0.000
H 1.724 -0.491 4.030 -0.001
H -0.306 -1.788 4.107 0.006
H -1.802 -1.729 3.161 0.001
H -0.935 -0.228 3.513 -0.002
H 1.086 -3.678 2.613 0.004
H 1.158 -3.737 0.844 -0.009
H -0.381 -4.013 1.668 0.003
S -2.058 -2.229 -1.274 0.141
C -3.721 -1.845 -1.277 0.011
N -4.224 -0.620 -1.236 0.005
C -5.692 -0.619 -1.259 0.000
C -6.019 -2.127 -1.322 -0.001
N -4.686 -2.744 -1.321 0.016
H -3.659 0.211 -1.239 0.000
H -6.065 -0.078 -2.126 0.001
H -6.089 -0.147 -0.362 0.001
H -6.565 -2.397 -2.224 0.000
H -6.593 -2.464 -0.461 0.001
H -4.540 -3.736 -1.398 0.001
C 0.842 4.009 0.559 0.013
Si -0.185 3.711 -0.973 0.035
C 0.720 3.941 -2.589 0.013
C -1.958 4.294 -0.974 0.009
Se -0.596 1.216 -0.837 0.718
H 0.982 5.087 0.681 0.002
H 1.828 3.552 0.474 -0.002
H 0.359 3.629 1.459 -0.001
H 0.763 5.013 -2.805 0.002
H 0.207 3.455 -3.419 0.000
H 1.745 3.573 -2.548 -0.002
H -1.993 5.386 -1.007 0.002
H -2.490 3.964 -0.082 0.001
H -2.480 3.915 -1.854 0.000
```